140
Properties=species:S:1:pos:R:3:mulliken_charge:R:1 method="wB97M-V/def2-TZVPD" multiplicity=1 lumo_ev=0.1 total_charge=0 gap_ev=9.959 max_force_ev_per_a=5.45
C 3.993 -3.807 1.352 -0.91
C 3.850 -4.212 -0.231 0.44
O 4.581 -3.275 -1.139 -0.43
C 3.634 -2.313 -1.725 0.36
C 2.973 -2.799 -3.160 -0.13
O 2.436 -4.184 -3.125 -0.39
S 0.718 -4.093 -2.871 0.62
O 0.141 -4.939 -4.051 -0.62
O 0.303 -4.739 -1.349 -0.10
C 0.202 -6.220 -1.388 -0.60
C 0.011 -6.836 0.120 -0.42
C -1.538 -6.921 0.647 0.07
C -2.632 -7.402 -0.475 -0.67
C -3.692 -6.157 -0.784 -0.53
C -2.913 -4.831 -1.351 1.11
C -3.879 -3.566 -1.740 -0.49
C -3.337 -2.145 -1.046 -0.37
C -3.318 -2.186 0.593 -0.40
O -2.071 -1.482 1.043 -0.24
C -1.168 -2.414 1.736 -0.39
H 2.913 -3.716 1.819 0.19
H 4.605 -2.805 1.508 0.29
H 4.515 -4.712 1.930 0.26
H 4.191 -5.326 -0.475 0.35
H 2.695 -4.128 -0.505 -0.35
H 4.225 -1.295 -1.922 -0.36
H 2.749 -2.002 -0.988 0.17
H 3.737 -2.681 -4.040 0.11
H 2.052 -2.085 -3.355 0.28
H -0.566 -6.617 -2.181 0.44
H 1.271 -6.595 -1.764 0.41
H 0.571 -6.083 0.858 0.08
H 0.532 -7.883 0.292 0.37
H -1.553 -7.753 1.503 0.01
H -1.911 -5.931 1.180 0.10
H -3.300 -8.252 0.030 0.27
H -2.180 -7.883 -1.441 0.33
H -4.267 -5.903 0.231 0.22
H -4.524 -6.462 -1.551 0.22
H -2.274 -5.197 -2.290 -0.01
H -2.165 -4.470 -0.528 -0.88
H -5.026 -3.740 -1.556 0.07
H -3.741 -3.390 -2.912 0.29
H -2.219 -1.935 -1.397 0.10
H -4.069 -1.272 -1.388 0.31
H -4.296 -1.705 1.034 0.27
H -3.227 -3.279 1.000 0.28
H -1.497 -2.637 2.838 0.26
H -1.011 -3.434 1.180 0.08
H -0.097 -1.894 1.817 0.15
C -0.356 1.777 0.699 0.22
C -1.623 1.896 -0.077 0.57
O -1.371 2.969 -0.957 -0.33
C -0.026 2.944 -1.170 0.65
O 0.535 3.535 -2.078 -0.59
O 0.620 2.168 -0.246 -0.28
F -2.652 2.240 0.730 -0.30
H -0.321 2.454 1.559 0.06
H -0.177 0.757 1.048 -0.06
H -1.883 1.002 -0.652 0.12
C -8.516 -3.284 -3.590 -0.42
C -8.946 -4.460 -4.399 0.28
O -7.755 -5.194 -4.571 -0.29
C -7.004 -4.915 -3.469 0.61
O -6.033 -5.565 -3.120 -0.49
O -7.475 -3.820 -2.798 -0.28
F -9.387 -4.072 -5.616 -0.29
H -8.120 -2.469 -4.205 0.29
H -9.322 -2.891 -2.965 0.25
H -9.699 -5.088 -3.911 0.29
C 0.817 6.610 1.819 0.42
C 2.295 6.422 1.869 0.36
O 2.451 5.224 2.595 -0.37
C 1.325 4.503 2.335 0.72
O 1.210 3.309 2.557 -0.63
O 0.340 5.279 1.788 -0.31
F 2.884 7.421 2.564 -0.29
H 0.424 7.115 2.708 0.02
H 0.497 7.162 0.932 -0.32
H 2.768 6.322 0.886 0.31
C 4.570 2.407 -3.518 -0.50
C 5.152 1.035 -3.519 0.41
O 6.338 1.180 -4.267 -0.21
C 6.728 2.469 -4.065 0.51
O 7.843 2.894 -4.319 -0.53
O 5.721 3.228 -3.535 -0.32
F 4.342 0.168 -4.168 -0.30
H 3.965 2.611 -4.408 0.25
H 3.963 2.601 -2.629 0.27
H 5.390 0.648 -2.522 0.31
C 7.811 -0.450 -6.287 -0.02
C 7.381 -1.626 -7.096 0.44
O 8.572 -2.361 -7.268 -0.31
C 9.323 -2.082 -6.166 0.65
O 10.294 -2.732 -5.817 -0.55
O 8.851 -0.987 -5.495 -0.30
F 6.940 -1.239 -8.313 -0.29
H 8.207 0.365 -6.902 0.23
H 7.005 -0.058 -5.662 -0.06
H 6.628 -2.255 -6.609 0.28
C 0.070 -10.950 4.542 -0.45
C -1.197 -10.830 3.766 0.26
O -0.944 -9.758 2.886 -0.23
C 0.401 -9.783 2.673 0.58
O 0.961 -9.192 1.765 -0.55
O 1.047 -10.558 3.597 -0.32
F -2.226 -10.486 4.572 -0.28
H 0.106 -10.272 5.402 0.28
H 0.250 -11.970 4.891 0.27
H -1.457 -11.725 3.191 0.28
C -2.102 5.567 4.682 -0.37
C -2.432 6.149 6.014 0.31
O -1.774 7.395 6.000 -0.30
C -1.739 7.764 4.689 0.61
O -1.499 8.896 4.303 -0.54
O -2.014 6.712 3.859 -0.17
F -1.908 5.401 7.011 -0.30
H -1.140 5.041 4.676 0.17
H -2.876 4.884 4.323 0.29
H -3.503 6.300 6.184 0.29
C -0.178 11.879 5.695 -0.02
C 1.146 11.769 6.371 0.32
O 1.111 12.797 7.334 -0.31
C -0.206 12.937 7.655 0.66
O -0.612 13.529 8.641 -0.54
O -1.019 12.326 6.739 -0.29
F 2.152 12.030 5.507 -0.28
H -0.180 12.616 4.885 0.21
H -0.522 10.920 5.298 -0.01
H 1.320 10.807 6.865 0.30
C -3.072 8.556 -0.703 -0.47
C -2.919 9.656 0.290 0.33
O -1.639 9.432 0.836 -0.18
C -0.930 8.830 -0.159 0.67
O 0.286 8.729 -0.168 -0.63
O -1.746 8.361 -1.151 -0.30
F -3.831 9.541 1.282 -0.28
H -3.443 7.628 -0.254 0.30
H -3.730 8.832 -1.532 0.28
H -2.964 10.661 -0.143 0.27

128
Properties=species:S:1:pos:R:3:mulliken_charge:R:1 method="wB97M-V/def2-TZVPD" multiplicity=1 lumo_ev="0.3 / 0.3" de_lowest_kcal_mol=6.1 total_charge=0 gap_ev="6.758 / 6.759" max_force_ev_per_a=0.71
Co 0.377 0.059 0.086 -0.32
C -4.962 3.251 -0.496 -2.02
C -3.969 4.266 0.060 1.58
C -3.547 3.817 1.464 -1.43
C -4.680 5.622 0.112 -1.88
N -2.722 4.423 -0.741 0.45
C -1.837 5.443 -0.410 -0.01
C -0.738 5.284 -1.155 -1.51
N -0.909 4.162 -1.946 0.04
B 0.348 3.649 -2.691 0.58
N 0.123 2.384 -3.546 0.19
C -0.459 2.574 -4.773 -1.43
C -0.671 1.371 -5.329 -0.15
N -0.220 0.421 -4.435 0.62
C 0.270 1.063 -3.338 -0.14
S 1.204 0.282 -2.088 -0.53
C -0.270 -1.048 -4.723 1.72
C -1.080 -1.280 -5.997 -2.43
C -0.970 -1.761 -3.573 -0.89
C 1.145 -1.582 -4.947 -1.34
N 1.487 3.482 -1.645 0.67
C 2.761 3.940 -1.869 -1.73
C 3.469 3.766 -0.735 -0.23
N 2.619 3.194 0.197 0.74
C 1.403 3.028 -0.387 -1.12
S -0.022 2.354 0.317 0.44
C 2.986 2.924 1.623 1.86
C 2.097 3.765 2.538 -1.72
C 4.443 3.324 1.849 -2.48
C 2.844 1.431 1.914 -1.17
C -2.145 3.634 -1.712 0.45
S -2.800 2.282 -2.481 -0.27
H -5.835 3.272 0.161 0.56
H -5.274 3.499 -1.508 0.45
H -4.553 2.246 -0.515 0.13
H -4.430 3.689 2.094 0.55
H -3.017 2.864 1.401 0.13
H -2.888 4.549 1.935 0.48
H -5.621 5.510 0.651 0.45
H -4.100 6.389 0.624 0.43
H -4.901 5.970 -0.897 0.42
H -2.061 6.188 0.329 0.51
H 0.168 5.864 -1.183 0.56
H 0.733 4.506 -3.455 -0.27
H -0.707 3.557 -5.127 0.55
H -1.128 1.123 -6.265 0.54
H -2.101 -0.908 -5.900 0.48
H -0.612 -0.835 -6.875 0.54
H -1.130 -2.356 -6.161 0.44
H -1.953 -1.323 -3.386 0.38
H -1.093 -2.816 -3.826 0.54
H -0.385 -1.687 -2.665 -0.53
H 1.613 -1.077 -5.794 0.43
H 1.763 -1.442 -4.064 -0.08
H 1.089 -2.649 -5.171 0.46
H 3.050 4.356 -2.817 0.62
H 4.495 3.995 -0.526 0.58
H 2.215 4.827 2.313 0.43
H 1.051 3.488 2.427 0.11
H 2.395 3.596 3.574 0.47
H 4.612 4.385 1.663 0.57
H 4.682 3.128 2.893 0.45
H 5.126 2.733 1.236 0.47
H 1.801 1.128 1.974 -0.39
H 3.356 0.850 1.143 0.33
H 3.317 1.202 2.872 0.74
C 2.953 -6.255 -0.816 -1.43
C 1.792 -6.346 0.133 0.71
C 1.325 -7.573 0.591 -0.74
C 0.248 -7.658 1.460 -0.74
C -0.369 -6.498 1.904 -1.21
C 0.090 -5.259 1.483 0.04
C 1.156 -5.189 0.590 -0.10
N 1.650 -3.935 0.135 0.13
C 0.883 -2.799 0.007 0.27
N -0.366 -3.009 -0.441 0.50
C -1.441 -2.100 -0.503 -0.32
C -1.270 -0.729 -0.355 2.12
C -2.384 0.091 -0.454 0.49
C -3.636 -0.439 -0.725 -0.95
C -3.789 -1.807 -0.880 -1.79
C -2.699 -2.657 -0.772 1.66
C -2.868 -4.145 -0.935 -1.95
N 1.367 -1.613 0.216 1.44
C 2.761 -1.512 0.551 -1.93
C 3.669 -1.255 -0.475 -0.12
C 5.025 -1.133 -0.213 -0.90
C 5.486 -1.291 1.084 -0.94
C 4.585 -1.564 2.102 -0.57
C 3.216 -1.668 1.868 1.34
C 2.278 -1.921 3.011 -0.85
H 3.236 -7.243 -1.176 0.41
H 3.832 -5.815 -0.337 0.32
H 2.709 -5.627 -1.675 0.27
H 1.812 -8.478 0.245 0.38
H -0.105 -8.626 1.791 0.39
H -1.202 -6.549 2.593 0.49
H -0.369 -4.346 1.847 0.98
H 2.637 -3.767 0.254 0.53
H -0.601 -3.977 -0.584 0.32
H -2.279 1.161 -0.356 -0.66
H -4.489 0.220 -0.824 0.33
H -4.765 -2.226 -1.091 0.36
H -3.907 -4.384 -1.150 0.45
H -2.587 -4.689 -0.028 0.32
H -2.267 -4.541 -1.761 0.35
H 3.293 -1.147 -1.483 0.40
H 5.712 -0.925 -1.022 0.48
H 6.542 -1.207 1.306 0.38
H 4.944 -1.686 3.118 0.43
H 2.836 -2.020 3.941 0.48
H 1.687 -2.826 2.860 -0.02
H 1.573 -1.098 3.114 0.02
O -1.910 1.755 3.090 0.38
C -1.764 0.907 4.142 0.52
C -2.155 1.289 5.423 -0.98
C -2.041 0.411 6.488 -0.52
C -1.550 -0.870 6.286 -0.94
C -1.174 -1.251 5.008 -0.71
C -1.254 -0.378 3.928 0.11
C -0.779 -0.881 2.589 -0.25
O -0.897 -2.071 2.322 -0.37
O -0.160 0.018 1.899 0.30
H -2.299 2.579 3.404 0.11
H -2.558 2.285 5.578 0.44
H -2.346 0.731 7.476 0.39
H -1.467 -1.564 7.111 0.40
H -0.805 -2.250 4.812 0.43

49
Properties=species:S:1:pos:R:3:mulliken_charge:R:1 method="wB97M-V/def2-TZVPD" multiplicity=5 lumo_ev="-3.1 / -5.0" de_lowest_kcal_mol=0.0 total_charge=+1 gap_ev="8.231 / 6.471" max_force_ev_per_a=2.71
Ru -1.240 -0.591 0.274 0.91
N -2.814 0.536 1.565 -0.53
C -2.866 0.174 2.935 1.37
C -4.011 -0.426 3.459 -0.64
C -4.145 -0.587 4.823 -0.82
C -3.144 -0.150 5.681 -0.79
C -1.971 0.364 5.161 -0.83
C -1.790 0.495 3.788 0.50
C -0.490 1.034 3.329 -0.02
C -0.111 2.278 3.846 -0.95
C 1.097 2.872 3.535 -0.71
C 1.984 2.229 2.683 -0.67
C 1.655 0.992 2.179 -0.32
C 0.432 0.368 2.486 1.09
H -3.729 0.440 1.115 0.24
H -2.436 1.483 1.447 0.37
H -4.806 -0.742 2.797 0.37
H -5.040 -1.030 5.230 0.42
H -3.269 -0.212 6.751 0.42
H -1.163 0.654 5.816 0.58
H -0.801 2.788 4.504 0.54
H 1.340 3.837 3.947 0.43
H 2.927 2.685 2.426 0.42
H 2.344 0.452 1.546 0.47
O -1.454 -2.048 3.320 -0.42
S -0.512 -2.384 2.308 1.34
O -1.135 -2.634 0.995 -0.71
O 0.277 -0.857 1.900 -0.55
O 0.582 -3.218 2.628 -0.56
N 5.407 -1.930 -8.004 -0.42
C 4.617 -1.583 -7.253 0.04
C 3.638 -1.162 -6.319 0.36
C 3.761 -1.508 -4.974 -1.16
C 2.795 -1.122 -4.068 -0.45
C 1.679 -0.397 -4.489 2.00
C 1.574 -0.032 -5.832 -0.38
C 2.544 -0.407 -6.739 -1.14
N 0.657 -0.054 -3.573 0.32
C -0.430 0.741 -3.825 -0.10
C -1.172 0.777 -2.686 -1.05
N -0.557 0.015 -1.733 0.00
C 0.536 -0.471 -2.296 -0.52
H 4.612 -2.086 -4.645 0.46
H 2.924 -1.394 -3.033 0.27
H 0.734 0.538 -6.193 0.26
H 2.451 -0.126 -7.777 0.46
H -0.605 1.230 -4.758 0.34
H -2.094 1.289 -2.494 0.46
H 1.220 -1.121 -1.782 0.30

52
Properties=species:S:1:pos:R:3:mulliken_charge:R:1 method="wB97M-V/def2-TZVPD" multiplicity=5 lumo_ev="-4.4 / -6.3" de_lowest_kcal_mol=37.9 total_charge=+1 gap_ev="3.273 / 4.394" max_force_ev_per_a=3.00
Rh 0.267 -0.429 -0.033 0.38
N 0.432 -0.173 2.059 -0.11
C 1.823 -0.336 2.426 1.04
C 2.262 -0.341 3.739 -0.83
C 3.620 -0.471 4.006 -0.58
C 4.540 -0.562 2.984 -1.03
C 4.126 -0.527 1.639 0.41
C 5.001 -0.563 0.534 -0.73
C 4.477 -0.524 -0.751 -0.75
C 3.107 -0.480 -0.937 -0.37
N 2.251 -0.474 0.092 -0.02
C 2.732 -0.446 1.368 0.10
H 0.177 0.814 2.193 0.31
H -0.172 -0.712 2.688 0.39
H 1.552 -0.245 4.547 0.43
H 3.950 -0.489 5.030 0.41
H 5.590 -0.661 3.209 0.42
H 6.069 -0.597 0.690 0.42
H 5.128 -0.528 -1.611 0.42
H 2.674 -0.448 -1.927 0.54
Cl -3.139 -5.014 -4.009 -0.17
C -2.176 -3.739 -3.405 0.67
C -1.523 -2.893 -4.303 -0.53
C -0.734 -1.863 -3.844 -0.54
I 0.279 -0.570 -5.130 0.18
C -0.575 -1.612 -2.446 0.93
O 0.163 -0.657 -2.018 -0.51
C -1.251 -2.490 -1.538 0.71
N -1.055 -2.249 -0.221 -0.22
C -1.645 -3.052 0.679 -0.31
C -2.444 -4.112 0.310 -0.98
C -2.662 -4.383 -1.040 -0.60
C -2.050 -3.562 -1.999 0.05
H -1.640 -3.060 -5.362 0.46
H -1.450 -2.835 1.719 0.45
H -2.899 -4.730 1.066 0.43
H -3.290 -5.201 -1.347 0.47
O -3.612 2.395 -0.610 -0.45
C -2.910 3.477 -0.245 0.84
C -3.504 4.739 -0.160 -0.79
C -2.776 5.846 0.223 -0.57
C -1.426 5.720 0.525 -0.73
C -0.821 4.479 0.439 -0.40
C -1.544 3.350 0.059 0.05
C -0.847 2.035 0.016 1.29
O 0.402 2.009 0.118 -0.65
O -1.499 0.956 -0.051 -0.83
H -4.538 2.629 -0.765 0.32
H -4.556 4.830 -0.394 0.30
H -3.259 6.809 0.286 0.40
H -0.850 6.579 0.832 0.41
H 0.226 4.357 0.673 0.45

8
Properties=species:S:1:pos:R:3:mulliken_charge:R:1 method="wB97M-V/def2-TZVPD" multiplicity=1 lumo_ev="-1.6 / -1.2" de_lowest_kcal_mol=124.5 total_charge=0 gap_ev="9.351 / 9.369" max_force_ev_per_a=3.46
C 0.361 0.913 0.131 -0.19
O 0.181 -1.635 -0.764 -0.46
O -1.715 -0.733 0.652 -0.49
F 1.692 0.963 -0.239 -0.18
S -0.270 -0.724 0.301 0.63
H -0.753 0.400 -1.717 0.11
H 0.016 1.921 0.286 0.43
H 0.489 -1.104 1.351 0.14

70
Properties=species:S:1:pos:R:3:mulliken_charge:R:1 method="wB97M-V/def2-TZVPD" multiplicity=1 lumo_ev=-10.1 total_charge=+3 gap_ev=7.102 max_force_ev_per_a=4.09
Sc -0.166 0.522 0.103 -0.16
P 1.940 0.519 2.249 0.60
P -1.113 2.543 -0.990 1.64
P 2.087 -0.286 -1.146 1.02
H -1.228 -4.260 1.138 0.28
C -0.126 -4.322 1.073 -0.57
C 0.642 -3.966 2.116 -0.47
H 0.175 -3.510 3.005 0.25
C 1.293 0.455 3.989 -0.99
C 2.457 2.276 1.963 -1.01
C 3.460 -0.521 2.204 -1.08
C -2.888 2.256 -1.403 -1.59
C -1.384 4.005 0.085 -1.48
C -0.188 3.028 -2.518 -1.13
C 2.896 -1.877 -0.764 -1.32
C 3.530 0.847 -1.182 -1.32
C 1.816 -0.550 -2.940 -1.14
H 0.241 -4.618 0.080 0.28
H 1.743 -4.055 2.182 0.28
H 0.660 -0.444 4.063 0.29
H 0.622 1.312 4.183 0.26
H 2.030 0.421 4.802 0.53
H 1.575 2.931 2.049 0.25
H 2.821 2.381 0.927 0.18
H 3.235 2.648 2.646 0.44
H 3.132 -1.567 2.127 0.22
H 4.117 -0.432 3.075 0.57
H 4.073 -0.321 1.311 0.29
H -3.100 1.901 -2.423 0.42
H -3.451 3.185 -1.233 0.51
H -3.283 1.520 -0.679 0.55
H -1.795 4.860 -0.473 0.47
H -0.468 4.312 0.602 0.38
H -2.104 3.725 0.868 0.49
H -0.756 3.769 -3.108 0.47
H 0.009 2.130 -3.132 0.24
H 0.800 3.455 -2.262 0.38
H 3.454 -2.213 -1.646 0.51
H 2.147 -2.629 -0.490 0.17
H 3.596 -1.775 0.065 0.43
H 4.184 0.547 -2.007 0.46
H 4.091 0.789 -0.247 0.43
H 3.203 1.881 -1.332 0.33
H 2.733 -1.010 -3.343 0.57
H 1.587 0.390 -3.460 0.42
H 0.986 -1.250 -3.110 0.21
C -1.733 -1.383 -2.272 0.71
C -2.859 -0.986 -2.986 -0.66
C -2.942 -1.402 -4.325 -0.77
C -2.159 -2.466 -4.782 -0.59
C -1.097 -2.896 -4.020 -0.58
C -0.829 -2.331 -2.756 -0.76
O -1.385 -0.599 -1.119 -0.04
H -1.860 0.329 -1.092 -0.03
H -3.673 -0.449 -2.499 0.70
H -3.645 -0.943 -5.014 0.46
H -2.482 -3.067 -5.645 0.41
H -0.486 -3.726 -4.336 0.44
H 0.054 -2.673 -2.173 0.81
C -2.783 0.413 4.296 -0.25
C -2.033 1.483 3.819 -1.05
C -1.391 1.356 2.590 -0.48
N -1.459 0.206 1.877 0.73
C -2.170 -0.845 2.353 -0.36
C -2.835 -0.768 3.566 -0.87
H -3.297 0.533 5.248 0.47
H -1.880 2.395 4.402 0.51
H -0.777 2.163 2.180 0.62
H -2.191 -1.728 1.721 0.52
H -3.374 -1.618 3.951 0.52

17
Properties=species:S:1:pos:R:3:mulliken_charge:R:1 method="wB97M-V/def2-TZVPD" multiplicity=5 lumo_ev="-3.9 / -6.7" de_lowest_kcal_mol=0.0 total_charge=+1 gap_ev="7.456 / 8.099" max_force_ev_per_a=2.93
C 1.956 1.637 0.315 -0.81
Pt -1.220 0.218 -0.501 0.68
N -2.034 -1.695 -0.201 -0.76
N -0.225 0.065 -2.252 -0.78
H -3.021 -1.605 0.012 0.37
H 2.289 0.613 0.499 0.29
H 2.129 2.304 1.166 0.31
H 0.804 1.499 0.001 -0.11
H 2.667 2.222 -0.272 0.34
H -0.876 0.100 -3.068 0.39
H 0.300 -0.828 -2.241 0.36
H 0.501 0.801 -2.327 0.37
H -1.961 -2.157 -1.103 0.32
H -1.605 -2.298 0.497 0.33
O -1.367 1.004 3.399 -0.25
N -0.949 1.113 2.276 0.30
O -1.558 0.187 1.415 -0.34